The following is a quantum chemistry calculation of a structure of composition C66H55B2BrF8MnN11O22 at a distorted geometry, from the OMol25 dataset.

Structure (XYZ):
```
166
Properties=species:S:1:pos:R:3:forces:R:3
Mn -1.52823 -26.64681 17.07074 -2.19 -3.15 2.31
Br -2.46823 -29.02489 17.72450 0.23 0.46 -0.36
B 0.69264 -26.46080 17.63741 3.21 0.18 2.54
F 0.30029 -26.67256 16.35913 1.16 -1.52 -3.30
F 1.97765 -26.80628 17.95492 1.32 0.54 -0.87
F 0.33347 -25.16200 17.82986 0.25 2.44 0.80
F -0.03850 -27.18492 18.52405 -1.64 -1.45 1.11
B -2.50035 -25.23386 15.55497 -3.01 -0.75 -2.06
F -1.86814 -26.33598 14.97667 1.00 0.20 -1.33
F -3.33414 -25.94614 16.48212 -1.82 0.90 0.28
F -1.66007 -24.53010 16.33975 1.04 1.79 0.14
F -3.26918 -24.54334 14.61134 0.64 0.12 0.62
C -9.54326 -29.84216 21.80024 -0.18 0.43 -0.01
C -9.03576 -30.87964 21.02383 1.48 0.48 -0.99
C -8.08343 -30.57114 20.02114 1.00 1.22 0.57
C -7.67199 -29.23457 19.78844 -0.81 -0.40 0.45
C -8.36240 -28.19895 20.42935 0.94 -0.76 0.95
C -9.25285 -28.52707 21.48286 0.75 0.49 -1.73
N -6.49384 -28.90112 18.86097 -0.04 -1.22 -2.07
O -6.20334 -27.75084 18.65757 -0.57 1.39 1.26
O -5.96177 -29.77853 18.18791 -1.16 -0.50 1.63
H -10.11508 -29.91521 22.71352 -0.33 -0.83 -0.13
H -9.17083 -31.94224 21.16186 -0.42 0.09 0.48
H -7.42244 -31.31601 19.60321 -0.44 -0.38 -0.38
H -7.97685 -27.19490 20.33132 -0.33 0.19 -0.34
H -9.72765 -27.70169 21.99247 0.06 -0.08 0.31
C -5.05771 -22.16718 20.62316 -0.80 1.00 2.62
C -4.11642 -22.21182 19.65534 0.01 -1.42 -0.52
C -3.58098 -23.46262 19.42599 1.94 -2.35 0.79
C -3.75183 -24.57605 20.34834 -1.47 2.42 -1.33
C -4.68935 -24.39499 21.38304 0.07 -1.53 -0.21
C -5.40000 -23.23366 21.49735 0.89 1.77 -1.20
N -3.11605 -25.88314 20.11311 2.06 -0.66 -0.91
O -2.32306 -25.94773 19.11706 -2.21 0.46 2.73
O -3.27699 -26.78697 20.93019 0.05 1.55 -1.42
H -5.32140 -21.16077 20.91300 -0.92 0.09 -0.05
H -3.85430 -21.32421 19.09872 0.13 -0.15 -0.17
H -2.82511 -23.57862 18.66336 -0.02 -0.23 -0.25
H -4.93455 -25.19354 22.06758 0.33 -0.27 -0.02
H -6.09857 -23.02604 22.29439 -0.04 -0.30 0.02
C 1.20598 -25.63338 7.74554 0.60 1.63 1.14
C 0.92193 -24.77391 8.81255 0.05 -1.05 1.37
C 0.16893 -25.25896 9.89248 -1.53 -1.56 -0.20
C -0.47734 -26.56016 9.83322 1.05 0.46 -1.40
C -0.24854 -27.36644 8.69431 0.63 1.23 1.82
C 0.68124 -26.87279 7.75771 -1.64 -2.13 -1.00
N -1.27334 -27.10453 11.02531 0.91 0.80 -0.28
O -1.83230 -28.16727 10.99523 -0.08 -0.65 -1.26
O -1.23431 -26.41763 12.01054 0.12 1.04 0.56
H 1.96057 -25.33399 7.03324 -0.19 -0.04 -0.31
H 1.48981 -23.86681 8.95772 -0.30 0.31 -0.21
H -0.02863 -24.69921 10.79473 0.24 0.26 -0.01
H -0.62991 -28.37667 8.67496 -0.12 0.01 -0.21
H 0.89014 -27.50939 6.91066 0.17 -0.25 -0.02
C -1.84137 -23.23435 5.86776 0.44 -0.81 2.00
C -2.16521 -24.60230 6.09756 -1.20 -0.06 1.48
C -2.52398 -25.06945 7.38698 -0.60 2.50 0.15
C -2.77638 -24.05439 8.37516 -0.15 -2.79 -0.83
C -2.57640 -22.74118 8.17541 1.87 0.53 -0.94
C -1.87874 -22.36320 6.97479 -1.68 -0.16 0.26
N -3.60867 -24.43864 9.56933 -1.13 -0.72 -1.47
O -3.94599 -25.60945 9.69128 0.97 0.22 0.18
O -4.13089 -23.53467 10.16711 0.28 0.55 0.93
H -1.44497 -22.93343 4.90927 -0.21 0.19 -0.04
H -2.46289 -25.28563 5.31600 0.92 -0.07 -0.49
H -2.85913 -26.06199 7.64952 0.19 -0.15 -0.41
H -2.86354 -22.13158 9.01942 0.20 0.73 -0.37
H -1.63037 -21.31453 6.90403 0.20 0.02 -0.33
C 0.91376 -22.52738 12.83204 3.10 0.32 -0.75
C 1.45744 -21.35244 12.31926 -2.84 1.15 -0.60
C 0.50022 -20.37060 11.95654 -0.39 -0.31 0.45
C -0.88608 -20.64894 12.01157 1.50 -0.21 -0.11
C -1.34954 -21.93354 12.41690 -0.29 2.43 -0.25
C -0.41876 -22.79825 12.93838 -0.66 -0.85 -0.29
N -1.82010 -19.47875 11.66894 0.97 -2.73 1.44
O -1.36377 -18.39236 11.55544 1.20 1.82 -0.57
O -2.98124 -19.74104 11.68277 -1.97 -0.54 -0.38
H 1.71642 -23.23521 12.97732 -0.50 -0.77 0.79
H 2.49783 -21.14527 12.11665 0.08 -0.30 0.38
H 0.82353 -19.37355 11.69624 -0.11 0.05 -0.25
H -2.40827 -22.14268 12.37520 -0.05 -0.11 0.15
H -0.72841 -23.75624 13.32926 -0.13 -0.13 0.00
C -2.94172 -21.53928 15.51446 1.87 -2.52 -2.63
C -1.97996 -20.67374 15.83742 1.67 1.16 1.07
C -2.31693 -19.60981 16.62296 -1.26 1.64 -0.10
C -3.68348 -19.42261 16.88727 -0.65 -0.08 0.86
C -4.70141 -20.32357 16.45079 0.83 1.90 0.21
C -4.25156 -21.35731 15.69484 -1.89 -1.25 0.66
N -4.04899 -18.29437 17.78880 -0.97 2.96 2.05
O -3.27839 -17.28693 17.91233 -1.80 -3.30 -0.82
O -5.14404 -18.34176 18.44010 2.85 -0.50 -2.11
H -2.56557 -22.36500 14.92871 -0.53 -0.42 0.03
H -0.95294 -20.83098 15.54267 0.07 -0.10 0.01
H -1.61180 -18.82740 16.86180 -0.03 -0.06 0.46
H -5.77199 -20.19578 16.51371 0.10 0.46 0.69
H -4.92032 -22.14786 15.38795 -0.19 0.18 -0.33
C -7.13563 -23.67027 15.93789 -0.94 0.27 -1.37
C -7.14658 -24.54842 14.87418 1.43 0.13 0.50
C -8.29937 -24.83319 14.16377 1.08 -1.52 0.50
C -9.49301 -24.21800 14.45079 1.70 0.02 0.45
C -9.46876 -23.13798 15.32521 -0.01 -0.20 0.27
C -8.27563 -22.90828 16.01724 -0.48 1.05 1.09
N -10.67257 -24.77158 13.85318 -1.35 0.84 0.10
O -10.70281 -25.90522 13.46814 0.82 -1.35 -0.36
O -11.64025 -24.04740 13.79658 -0.67 1.00 0.07
H -6.30225 -23.44503 16.58685 0.18 -0.28 -0.17
H -6.16723 -24.93885 14.64001 -0.18 -0.87 -0.36
H -8.18690 -25.74299 13.59280 -0.63 0.26 -0.69
H -10.36989 -22.57951 15.53126 0.07 0.15 -0.08
H -8.11955 -22.08393 16.69730 -0.99 0.34 0.22
C -6.39130 -29.83807 11.14457 0.07 0.74 1.70
C -7.18763 -30.80317 11.72629 0.26 -1.75 0.09
C -6.88194 -31.47261 12.93371 0.74 3.04 0.13
C -5.80899 -30.85708 13.66134 -0.17 -1.31 -0.65
C -4.96256 -29.89963 13.10806 -0.29 -0.15 0.33
C -5.29808 -29.34965 11.90031 -0.99 0.17 -1.61
N -5.59732 -31.26616 15.06620 2.23 1.71 2.15
O -6.45414 -31.90988 15.57711 -2.47 -2.00 0.07
O -4.66848 -30.84908 15.78302 -0.32 -0.07 -2.65
H -6.82186 -29.36911 10.27217 0.59 0.21 -0.27
H -8.05524 -31.13451 11.17505 -0.18 -0.08 -0.01
H -7.62880 -32.13776 13.34135 0.49 -0.19 0.31
H -4.06944 -29.49350 13.55953 -0.17 -0.23 0.75
H -4.76483 -28.45985 11.59982 0.30 -0.16 -0.38
C 0.54241 -23.72296 21.02446 -1.51 0.25 1.22
C -0.45161 -23.20570 21.90034 0.98 -0.61 -1.83
C -0.94475 -21.94374 21.63911 -0.48 1.91 -0.39
C -0.37943 -21.10578 20.66344 2.43 -3.02 -0.42
C 0.73444 -21.64723 19.90014 -2.34 4.01 0.74
C 1.11727 -22.91018 20.05064 1.00 -2.22 0.46
N -0.80322 -19.74411 20.46040 -1.44 -0.09 0.84
O -0.22364 -19.01843 19.71732 1.89 0.57 -1.66
O -1.78593 -19.35815 21.05701 -0.92 -0.40 0.91
H 0.73144 -24.78023 21.13781 0.59 0.00 -0.21
H -0.87867 -23.86148 22.64465 -0.13 0.15 0.07
H -1.79829 -21.50704 22.13626 -0.06 -0.23 0.44
H 1.25765 -20.95973 19.25207 -0.06 -0.08 -0.26
H 1.94654 -23.25264 19.44944 -0.11 -0.36 -0.07
C -7.08327 -25.40379 10.89290 -1.06 1.52 0.24
C -8.15355 -26.11972 10.42924 -1.29 -0.77 -0.32
C -9.45567 -25.57600 10.33019 1.00 1.15 -0.65
C -9.58339 -24.19153 10.52859 -0.93 -1.52 0.15
C -8.57044 -23.45168 11.08643 1.30 0.59 -0.21
C -7.32510 -24.05280 11.24151 0.83 -1.53 0.36
N -10.93175 -23.58050 10.26183 2.30 4.16 2.05
O -11.00993 -22.33329 10.46411 0.37 -2.26 -0.58
O -11.84458 -24.24636 9.96202 -1.87 -1.94 -1.00
H -6.12913 -25.88695 11.04314 0.12 0.25 -0.10
H -7.95396 -27.14002 10.13671 -0.41 -0.26 0.09
H -10.33452 -26.09915 9.98328 0.19 -0.31 0.00
H -8.68405 -22.40768 11.33853 -0.25 -0.02 -0.01
H -6.45882 -23.64471 11.74094 -0.28 1.01 -0.07
C 2.68934 -31.50786 15.42890 -2.18 -0.71 -2.02
C 2.53314 -30.27376 14.81441 -0.35 -0.01 0.87
C 1.29474 -29.81973 14.32311 -0.88 -1.00 0.77
C 0.17386 -30.67625 14.43320 1.91 -2.44 0.87
C 0.31538 -32.04571 14.85987 2.27 0.89 0.36
C 1.59515 -32.45862 15.30057 1.26 2.07 0.62
N -1.13318 -30.30158 13.93543 2.52 1.92 -0.36
O -1.57156 -31.03770 13.08823 -1.67 -0.46 -0.25
O -1.44519 -29.16439 14.21903 -1.32 -0.33 -0.23
H 3.68662 -31.74020 15.77220 -0.18 -0.47 0.29
H 3.41250 -29.65124 14.88925 -0.20 0.55 -0.45
H 1.17471 -28.80896 13.96208 -0.10 0.00 -0.07
H -0.45904 -32.79643 14.91549 -0.42 0.45 -0.34
H 1.88845 -33.44061 15.64126 -0.83 -0.35 -0.01
```
Forces are in eV/Å.

The orbital gap (spin up / spin down) comes out at 5.7 / 5.8 eV. As for the expectation value of S²: 8.75. For the LUMO energy (spin up / spin down), the calculation gives 0.56 / 0.56 eV. The HOMO energy (spin up / spin down) comes out at -5.167 / -5.195 eV. The energy above the lowest of the compared OMol25 structures with the same formula, charge and spin is 93.3 kcal per mole. The calculated total energy is -255206.0949 eV. Its total charge is -1. Its spin multiplicity is 6. The value obtained for the maximum force is 5.18 eV Å⁻¹.